The following is a quantum chemistry calculation of a 8-piece molecular cluster, C55H124F3N7O5S overall at a distorted geometry, from the OMol25 dataset.

Last column: Mulliken charge in e.
Geometry (Å):
C: -1.61 -1.48 -6.77  -0.91
O: -0.90 -0.69 -5.81  -0.08
C: -1.13 0.68 -5.72  -0.84
C: -0.33 1.26 -4.50  0.31
N: 1.13 0.97 -4.87  -0.15
H: 1.42 0.05 -5.18  0.53
H: 1.23 1.47 -5.74  0.51
C: 2.35 1.41 -3.95  -0.16
C: 3.66 0.85 -4.49  -1.06
O: 3.56 -0.58 -4.62  -0.14
C: 4.79 -1.10 -5.12  -0.77
H: -1.29 -2.51 -6.65  0.22
H: -1.29 -1.16 -7.77  0.38
H: -2.69 -1.41 -6.80  0.38
H: -2.20 0.88 -5.65  0.53
H: -0.67 1.00 -6.65  0.40
H: -0.63 0.83 -3.55  -0.29
H: -0.36 2.35 -4.39  0.06
H: 2.18 1.00 -2.95  -0.21
H: 2.35 2.50 -3.81  0.46
H: 4.52 1.18 -3.90  0.61
H: 3.79 1.31 -5.47  0.52
H: 4.83 -2.17 -5.33  0.14
H: 5.63 -0.87 -4.46  0.36
H: 5.05 -0.61 -6.06  0.36
C: 3.04 -5.11 -5.64  -1.54
C: 1.87 -4.49 -4.95  0.07
C: 2.17 -3.83 -3.56  -0.31
N: 0.86 -3.54 -2.73  1.02
C: 1.32 -2.87 -1.40  -1.46
C: -0.06 -4.75 -2.45  -0.10
C: -1.26 -4.48 -3.39  -1.00
C: -1.40 -2.92 -3.40  0.55
C: -0.04 -2.47 -3.40  0.07
H: 3.42 -5.95 -5.06  0.40
H: 3.85 -4.40 -5.80  0.21
H: 2.85 -5.59 -6.61  0.42
H: 1.13 -5.30 -4.97  0.09
H: 1.55 -3.76 -5.70  0.09
H: 2.79 -2.95 -3.74  0.05
H: 2.66 -4.61 -2.97  0.65
H: 0.43 -2.44 -0.95  0.29
H: 2.08 -2.12 -1.62  0.33
H: 1.77 -3.61 -0.73  0.56
H: -0.39 -4.58 -1.43  -0.13
H: 0.48 -5.69 -2.57  0.39
H: -2.12 -5.06 -3.09  0.55
H: -1.03 -4.89 -4.38  0.28
H: -1.93 -2.52 -2.53  -0.68
H: -1.94 -2.61 -4.29  0.56
H: 0.16 -1.54 -2.88  -0.25
H: 0.38 -2.28 -4.39  -0.29
C: 5.11 -2.70 1.58  -1.22
C: 5.17 -1.33 0.97  -0.21
C: 4.26 -0.28 1.76  0.00
N: 4.36 1.17 1.24  0.09
C: 5.77 1.75 1.63  -0.80
C: 3.31 2.05 2.04  1.25
C: 3.12 3.23 1.15  -1.65
C: 3.13 2.64 -0.26  0.51
C: 3.99 1.38 -0.24  0.10
H: 4.09 -3.00 1.86  0.06
H: 5.74 -2.78 2.46  0.38
H: 5.38 -3.54 0.95  0.48
H: 4.76 -1.47 -0.03  0.16
H: 6.21 -1.00 0.94  0.40
H: 4.52 -0.19 2.81  0.56
H: 3.19 -0.51 1.74  -0.46
H: 6.55 1.29 1.02  0.35
H: 5.88 1.50 2.69  0.32
H: 5.70 2.82 1.44  0.39
H: 3.59 2.29 3.07  0.67
H: 2.40 1.45 2.07  -1.50
H: 3.79 4.05 1.41  0.56
H: 2.16 3.70 1.36  0.46
H: 3.47 3.34 -1.02  0.63
H: 2.13 2.34 -0.56  -0.51
H: 4.96 1.29 -0.74  0.61
H: 3.44 0.51 -0.61  -0.64
C: -4.87 0.51 -1.48  -0.94
C: -5.40 -0.88 -0.99  -0.75
C: -4.42 -1.59 -0.02  0.14
N: -4.93 -2.89 0.58  0.45
C: -5.48 -3.85 -0.51  -1.04
C: -6.03 -2.74 1.68  -0.46
C: -5.81 -3.83 2.70  -0.80
C: -4.43 -4.59 2.28  -0.79
C: -3.74 -3.64 1.29  -0.12
H: -5.08 1.28 -0.74  0.34
H: -5.39 0.83 -2.38  0.53
H: -3.80 0.52 -1.66  -0.08
H: -5.55 -1.45 -1.91  0.44
H: -6.42 -0.77 -0.62  0.43
H: -4.06 -0.96 0.80  0.12
H: -3.46 -1.80 -0.49  -0.27
H: -6.37 -3.47 -1.01  0.39
H: -6.01 -4.68 -0.05  0.46
H: -4.69 -4.15 -1.21  0.33
H: -6.99 -2.64 1.18  0.61
H: -5.82 -1.78 2.16  0.25
H: -6.59 -4.59 2.63  0.31
H: -5.73 -3.51 3.74  0.35
H: -4.77 -5.53 1.85  0.43
H: -3.90 -4.89 3.18  0.34
H: -3.18 -4.13 0.49  0.45
H: -3.31 -2.82 1.87  -0.06
C: -3.71 2.75 3.36  -1.04
C: -2.63 2.87 4.49  -0.67
C: -1.33 2.07 4.16  0.24
N: -0.26 2.31 5.37  0.81
C: -0.63 1.35 6.52  -1.04
C: -0.10 3.76 5.86  -0.60
C: 1.36 3.94 6.28  -1.07
C: 2.17 2.92 5.52  -0.37
C: 1.19 1.89 4.89  0.53
H: -4.65 3.14 3.76  0.52
H: -3.91 1.71 3.10  0.14
H: -3.39 3.30 2.48  0.15
H: -2.90 2.39 5.43  0.43
H: -2.48 3.94 4.67  0.32
H: -1.02 2.36 3.16  -0.13
H: -1.63 1.02 4.17  -0.26
H: -1.46 1.77 7.09  0.43
H: 0.19 1.29 7.24  0.49
H: -0.91 0.34 6.23  0.21
H: -0.89 3.88 6.60  0.43
H: -0.36 4.31 4.95  0.47
H: 1.52 3.80 7.35  0.28
H: 1.60 4.94 5.94  0.43
H: 2.87 2.35 6.13  0.53
H: 2.81 3.38 4.76  0.25
H: 1.30 0.85 5.19  -0.19
H: 1.22 1.86 3.81  -0.44
C: 0.71 -5.89 1.39  -1.25
C: 1.07 -4.60 2.07  0.98
C: 0.56 -4.36 3.52  -0.98
N: 0.40 -2.85 3.91  0.52
C: -0.90 -2.32 3.28  0.05
C: 1.66 -2.08 3.52  1.09
C: 2.65 -2.42 4.69  -0.86
C: 1.78 -2.42 5.94  -0.87
C: 0.29 -2.60 5.39  -0.16
H: 1.23 -5.86 0.44  0.35
H: -0.34 -5.83 1.09  0.25
H: 1.08 -6.71 2.00  0.41
H: 0.71 -3.77 1.47  -0.80
H: 2.15 -4.59 2.23  0.10
H: 1.23 -4.79 4.27  0.72
H: -0.42 -4.77 3.74  0.50
H: -0.81 -2.64 2.24  0.20
H: -0.88 -1.26 3.52  -0.88
H: -1.58 -2.98 3.82  0.74
H: 1.35 -1.04 3.51  -0.87
H: 1.99 -2.26 2.49  -0.35
H: 3.50 -1.76 4.85  0.47
H: 3.09 -3.38 4.41  0.56
H: 1.82 -1.47 6.47  0.37
H: 2.14 -3.16 6.65  0.42
H: -0.22 -1.64 5.43  -0.12
H: -0.26 -3.43 5.84  0.49
C: -3.29 3.41 -3.22  -0.77
C: -2.76 4.82 -3.46  -0.84
C: -1.45 4.93 -2.69  0.00
N: -0.97 6.43 -2.42  0.07
C: -0.61 7.03 -3.80  -1.08
C: 0.33 6.49 -1.56  -0.75
C: -0.21 6.42 -0.12  0.41
C: -1.51 7.15 -0.17  -0.72
C: -1.83 7.51 -1.62  -0.50
H: -3.68 3.33 -2.20  0.37
H: -2.58 2.61 -3.45  -0.16
H: -4.07 3.12 -3.92  0.57
H: -3.48 5.56 -3.12  0.37
H: -2.54 5.06 -4.50  0.40
H: -0.55 4.52 -3.14  0.28
H: -1.62 4.69 -1.64  -0.12
H: 0.02 6.35 -4.36  0.35
H: 0.04 7.89 -3.69  0.49
H: -1.52 7.38 -4.29  0.40
H: 0.91 7.37 -1.83  0.49
H: 0.95 5.66 -1.90  0.43
H: 0.49 6.83 0.61  0.57
H: -0.38 5.42 0.29  -0.67
H: -1.58 8.08 0.40  0.37
H: -2.23 6.48 0.29  0.36
H: -1.50 8.52 -1.86  0.45
H: -2.88 7.32 -1.86  0.30
C: -1.25 1.69 0.10  -0.36
F: -0.76 2.75 0.63  -0.08
F: -2.50 1.47 0.58  0.00
F: -1.25 1.69 -1.24  0.18
S: -0.08 0.14 0.68  0.51
O: 1.09 0.11 -0.16  -0.79
O: 0.29 0.38 2.10  -0.44
O: -0.98 -1.00 0.54  -0.06

Values from the calculation:
2S+1: 1
E_HOMO, eV: -21.90
Total charge: +6
Electronic energy, eV: -98637.3446